Record 1
Entry from OMol25: a cluster of 2 separate species, C8H14N3S in total in a non-equilibrium geometry (ωB97M-V with the def2-TZVPD basis set).

Values from the calculation:
Multiplicity = 1
LUMO level = -3.576 eV
HOMO energy = -12.8 eV
Charge = +1

```
26
Properties=species:S:1:pos:R:3:forces:R:3
C -0.090160 2.321404 2.493367 -0.419 1.584 0.754
C -0.372654 2.189981 1.135508 0.303 0.413 -1.497
C -0.112244 -0.050828 2.585146 -0.059 -0.577 3.683
C -0.950034 -0.417768 -1.328075 -1.957 -1.559 -3.081
C 0.015659 1.200005 3.246437 0.205 -1.629 2.239
C -0.435808 0.907374 0.572776 0.531 1.485 2.029
C 2.685432 0.518910 -0.651091 4.106 1.295 1.167
C -0.975962 -3.254797 -1.563087 -1.043 -0.484 0.566
N -0.317549 -0.176290 1.317527 -0.311 0.293 -1.470
N -1.414802 -0.496239 -2.634123 -0.609 -1.929 0.385
N -0.665198 0.739342 -0.798952 0.555 1.421 0.286
S -0.933072 -1.857937 -0.364266 0.316 -1.385 -0.314
H -0.044098 3.254493 3.131074 -0.071 -0.661 -1.704
H -0.480996 3.050352 0.451446 0.007 -0.333 0.653
H -0.150877 -1.002743 3.215652 0.303 1.317 -1.026
H 2.382097 1.036625 0.258466 -0.418 -0.090 -0.084
H 0.130705 1.326454 4.411205 -0.120 -0.715 -2.614
H 3.489414 -0.222181 -0.297209 -1.338 0.857 -0.781
H 3.236306 1.303894 -1.272155 -0.829 -1.149 0.607
H 1.920684 0.071382 -1.185417 -1.426 -0.940 -0.920
H -1.900064 -3.383545 -2.150704 0.554 0.337 -0.094
H -0.953416 -4.170077 -0.944940 -0.283 0.644 0.405
H -0.045640 -3.373771 -2.071603 0.425 0.540 -0.955
H -1.557518 0.287515 -3.284993 0.329 -0.351 0.946
H -1.953082 -1.397484 -2.931359 1.737 2.348 0.907
H -0.507123 1.595930 -1.340629 -0.489 -0.732 -0.086
```
Forces are in eV/Å.

---

Record 2
Entry from OMol25: the ion C8H14N4 with charge +2 in a non-equilibrium geometry (ωB97M-V with the def2-TZVPD basis set).

Values from the calculation:
Multiplicity = 1
LUMO level = -8.344 eV
HOMO energy = -16.6 eV
Charge = +2
SMILES string = C=[N+]=C=C(N)/N=C\C/C(C)=[NH+]/C

```
26
Properties=species:S:1:pos:R:3:forces:R:3
C -1.017611 -1.416973 -1.846683 2.936 1.441 3.096
C -0.352600 1.327800 -0.623233 1.012 -1.655 -1.203
C 0.034363 0.728314 -1.805962 0.058 -0.947 -0.792
C -0.584026 -1.995487 -0.471657 -1.496 -4.278 -0.662
C -1.388840 3.198980 0.522553 -2.203 2.284 1.114
C 0.160740 -1.238692 0.561627 -0.274 1.393 -2.310
C 1.608661 -0.921702 0.375888 -0.340 -2.092 -1.380
C 0.306485 -0.301409 2.633965 -1.613 -1.016 4.394
N -0.698808 -0.288389 -2.282071 -0.324 0.556 -0.416
N -0.982330 2.206032 -0.134186 -1.077 2.814 1.489
N 1.163426 1.004643 -2.462518 0.495 0.982 0.107
N -0.527694 -0.784840 1.544045 2.256 -1.190 -0.009
H -1.622722 -1.913425 -2.486026 -2.069 -2.367 -1.437
H -1.614031 -2.395021 -0.070033 1.751 0.836 -0.364
H -0.004457 -3.071502 -0.557767 -1.275 2.589 -0.324
H -0.776695 4.044160 0.914617 0.463 -1.065 -0.842
H -2.481745 3.509994 0.767964 1.586 -1.661 -0.697
H 2.098153 -1.900725 0.166208 0.034 0.664 0.245
H 2.025014 -0.447051 1.195149 0.935 0.533 1.533
H 1.857905 -0.270152 -0.468864 -0.538 -0.345 -0.139
H 0.745836 0.611475 2.462685 1.241 2.007 -1.340
H -0.357412 0.043056 3.480409 0.525 -1.138 -0.594
H 1.127663 -1.031527 3.024876 -1.933 1.022 -0.826
H 1.202185 1.946709 -2.787610 0.601 1.038 0.303
H 1.579832 0.416258 -3.166580 -0.537 -0.737 -0.007
H -1.501294 -1.060527 1.513206 -0.213 0.333 1.063
```
Forces are in eV/Å.

---

Record 3
Entry from OMol25: an isolated molecule of C8H14N4O in a non-equilibrium geometry (ωB97M-V with the def2-TZVPD basis set).

Values from the calculation:
Multiplicity = 1
LUMO level = 0.706 eV
HOMO energy = -9.3 eV
SMILES string = [H]/N=C(\N(CC)CC)N(C#N)C(C)=O

```
27
Properties=species:S:1:pos:R:3:forces:R:3
C 0.381066 -0.776127 -2.251577 0.628 -0.593 -0.807
C -0.669874 -2.202730 -0.568675 0.588 -0.254 0.330
C 0.946648 -0.400768 0.045833 -0.559 -2.256 -1.828
C -1.204118 -2.889765 -1.793491 -0.528 -0.346 2.591
C 2.104237 2.348976 0.766898 -3.857 -0.531 0.119
C -2.134169 0.580293 1.205720 3.736 1.834 0.027
C 1.029647 1.518567 1.428140 1.285 -0.315 -2.062
C -1.068384 1.008262 0.095757 1.124 1.926 3.740
N 0.774328 -0.492858 -3.289537 -0.095 0.586 -1.040
N 2.031112 -0.977970 0.320327 -0.439 -0.187 -0.114
N 0.145985 -1.175505 -1.033952 0.924 1.561 3.932
N 0.333168 0.731123 0.377899 -0.032 0.406 2.087
O -0.824922 -2.399332 0.637647 0.020 0.199 -2.565
H -1.385852 -2.228726 -2.547814 -0.473 1.967 -1.973
H -0.654336 -3.659871 -2.202632 2.003 -1.511 -0.492
H -2.092071 -3.354029 -1.557944 -2.264 -0.948 0.690
H 1.549411 3.052170 0.262987 -0.805 2.392 -1.254
H 2.729673 2.756514 1.424597 2.648 1.715 2.591
H 2.547202 1.826973 0.039970 2.207 -2.243 -2.505
H -1.966649 1.397790 1.955971 -0.829 -1.131 -0.030
H -3.020667 0.751409 0.633248 -1.121 -0.624 0.458
H -1.778502 -0.427115 1.566389 -1.233 0.984 -0.367
H 1.583489 0.926292 2.070893 0.444 -2.047 1.446
H 0.490411 2.141740 2.068272 -1.893 0.730 0.495
H -1.374650 0.467132 -0.677717 -0.732 -1.604 -3.812
H -0.964645 2.086537 -0.100935 -1.289 -0.227 -0.135
H 2.492461 -0.608982 1.123728 0.545 0.515 0.477
```
Forces are in eV/Å.

---

Record 4
Entry from OMol25: the ion C8H14N5 with charge +1 in a non-equilibrium geometry (ωB97M-V with the def2-TZVPD basis set).

Values from the calculation:
Multiplicity = 1
LUMO level = -3.671 eV
HOMO energy = -12.2 eV
Charge = +1
SMILES string = CC(C)[N+](=C=NCN)c1ncc[nH]1

```
27
Properties=species:S:1:pos:R:3:forces:R:3
C 0.269465 4.171993 -0.531283 -1.147 0.005 1.234
C -0.954749 4.311797 0.043035 1.594 -0.714 -0.141
C -0.387433 2.212890 -0.037113 -2.236 0.732 3.357
C -1.121896 0.023714 0.888373 -1.735 -4.915 2.905
C -1.639962 -2.371518 1.894195 0.154 -1.865 -0.900
C -0.265607 -0.180199 -1.925044 -0.270 2.113 0.304
C 1.697380 -0.448915 -0.221201 -1.004 -3.604 2.915
C 0.709233 0.353099 -0.867825 -2.892 1.802 -1.251
N 0.629227 2.855209 -0.486832 0.948 0.908 -1.367
N -1.456192 -0.984849 1.423509 -0.352 2.382 -1.662
N -1.326350 3.057794 0.436295 -1.208 0.985 -0.405
N -0.446392 0.850347 0.299646 3.912 2.856 -3.500
N -1.110631 -2.497629 3.172642 1.402 -1.544 4.237
H 0.856152 5.031825 -0.713382 1.017 0.103 -0.780
H -1.364273 5.224458 0.317929 -1.337 1.084 0.445
H -2.687310 -2.860641 1.679567 1.804 1.661 0.289
H -0.847791 -2.905864 1.260948 -1.539 0.570 0.364
H -0.626053 -1.142779 -1.604693 -0.076 -0.632 -0.567
H -1.185120 0.549681 -2.023621 1.890 -1.373 0.060
H 0.309917 -0.099306 -2.854095 -0.477 -0.786 -0.133
H 1.433522 -1.564893 -0.366067 0.582 1.470 0.415
H 1.718189 -0.256602 0.924065 0.298 -0.211 -2.011
H 2.633419 -0.290352 -0.647319 1.771 0.312 -0.537
H 1.039043 1.407169 -1.166167 0.118 -2.178 0.423
H -2.182054 2.907959 0.940084 -0.097 -0.571 -0.073
H -1.515385 -2.523807 4.167228 -0.499 0.597 -2.808
H -0.335489 -3.172226 3.290368 -0.620 0.811 -0.812
```
Forces are in eV/Å.

---

Record 5
Entry from OMol25: a cluster of 2 separate species, C8H14N7 in total in a non-equilibrium geometry (ωB97M-V with the def2-TZVPD basis set).

Values from the calculation:
Multiplicity = 1
LUMO level = -2.847 eV
HOMO energy = -10.9 eV
Charge = +1

```
29
Properties=species:S:1:pos:R:3:forces:R:3
C -3.064264 1.399793 0.173074 0.159 -2.782 -0.677
C -1.888265 -0.395125 -0.369084 0.262 1.444 0.908
C -3.215171 0.052114 -0.201028 1.115 1.022 0.165
C 2.509858 1.036458 -1.092742 -1.379 -0.272 2.340
C 2.195915 1.988738 1.060329 -1.599 0.236 0.020
C 1.371442 -2.474666 -0.238351 1.963 0.433 -0.956
C 1.609327 -0.137936 -0.883217 -1.536 -2.345 0.150
C 1.315748 -0.290764 0.602754 1.312 0.069 -1.109
N -1.736271 1.695770 0.240141 -0.674 -0.115 0.455
N 2.653792 1.944972 -0.231142 0.606 0.730 -2.336
N -1.004942 0.581464 -0.036818 -0.755 0.419 -0.821
N 1.954657 -1.568490 -1.246150 0.731 -0.246 -0.185
N 1.238747 -1.598209 0.888267 -0.718 2.316 -0.479
N -4.336924 -0.762946 -0.210557 -1.004 -0.845 -1.032
N 1.412832 0.760692 1.421598 0.820 -1.743 -0.555
H -3.886955 1.835069 0.621872 -1.008 2.025 0.600
H -1.565858 -1.404652 -0.600373 0.181 0.248 -0.007
H 2.781634 1.234230 -2.056304 1.354 0.339 -2.484
H 3.117467 2.162976 1.594732 -0.086 -0.449 1.275
H 1.512506 2.871709 1.222508 0.785 -0.806 -0.274
H 0.489502 -2.961187 -0.564934 -1.516 -0.059 -0.112
H 2.047561 -3.305765 0.003076 0.175 0.352 0.116
H 0.638959 0.045948 -1.357412 0.253 0.711 0.015
H 1.856113 -1.957168 -2.210278 -0.102 1.277 1.153
H 1.417068 -1.925318 1.786200 -0.045 -0.663 1.809
H -5.275203 -0.347359 -0.381336 1.364 -0.319 0.129
H -4.198322 -1.618742 -0.792974 -0.373 1.206 0.804
H 1.430145 0.476695 2.361954 -0.148 0.081 1.644
H -1.381101 2.661696 0.496190 -0.137 -2.265 -0.554
```
Forces are in eV/Å.

---

Record 6
Entry from OMol25: the ion C8H14NO with charge +1 in a non-equilibrium geometry (ωB97M-V with the def2-TZVPD basis set).

Values from the calculation:
Multiplicity = 1
LUMO level (spin up / spin down) = -5.530 / -5.531 eV
HOMO energy (spin up / spin down) = -13.9 / -13.9 eV
Charge = +1
SMILES string = CCC1=C(C)[C@]1(C)[N+](C)=O

```
24
Properties=species:S:1:pos:R:3:forces:R:3
C -0.332722 0.794448 -0.782191 -0.371 -1.938 1.700
C -0.725602 -0.309465 -0.219878 1.295 2.700 -1.487
C 0.688487 0.248618 0.277580 -1.624 2.353 2.157
C -0.434329 2.017104 -1.560129 -3.474 -0.298 -1.099
C 0.851842 1.183602 1.732780 1.133 -4.711 -3.175
C -3.020024 -1.193155 -0.078442 0.533 -0.060 0.463
C 2.929732 -0.714925 0.458823 1.184 0.652 0.052
C -1.503233 -1.552631 -0.151792 0.644 -1.127 0.170
N 1.665049 -0.539466 -0.251008 0.185 -1.864 -0.132
O 1.479447 -1.240919 -1.236341 0.441 0.841 0.645
H -1.564351 2.306989 -1.590712 2.004 -0.518 -0.224
H -0.043586 1.948100 -2.554922 -0.219 -0.883 -0.955
H 0.080198 2.869935 -1.304717 1.252 1.732 1.910
H 0.938290 0.491347 2.547175 0.347 -0.311 0.456
H -0.032149 1.658215 1.841161 -2.850 1.662 0.035
H 1.654296 1.838470 1.655754 1.452 1.096 -0.129
H -3.474425 -1.642225 0.852018 0.414 0.740 -1.064
H -3.488590 -1.641604 -0.960998 -0.260 0.528 0.288
H -3.032262 -0.068168 -0.066152 -0.836 -1.249 -0.042
H 3.566433 0.061506 -0.045854 -0.176 -0.565 0.857
H 3.330436 -1.702158 0.164102 -0.312 0.535 0.429
H 2.830038 -0.535342 1.573856 0.107 -0.244 -1.578
H -1.197391 -2.187899 -1.057402 -0.584 0.871 1.276
H -1.165573 -2.090370 0.757278 -0.285 0.058 -0.552
```
Forces are in eV/Å.